{"formula": "C34H82N6O14", "method": "wB97M-V/def2-TZVPD", "elements": ["C", "O", "C", "C", "O", "C", "H", "H", "H", "H", "H", "H", "H", "H", "H", "H", "C", "O", "C", "C", "O", "C", "H", "H", "H", "H", "H", "H", "H", "H", "H", "H", "C", "O", "C", "C", "O", "C", "H", "H", "H", "H", "H", "H", "H", "H", "H", "H", "C", "O", "C", "C", "O", "C", "H", "H", "H", "H", "H", "H", "H", "H", "H", "H", "C", "C", "O", "N", "C", "H", "H", "H", "H", "H", "H", "H", "C", "C", "O", "N", "C", "H", "H", "H", "H", "H", "H", "H", "C", "C", "O", "N", "C", "H", "H", "H", "H", "H", "H", "H", "C", "C", "O", "N", "C", "H", "H", "H", "H", "H", "H", "H", "C", "C", "O", "N", "C", "H", "H", "H", "H", "H", "H", "H", "C", "C", "O", "N", "C", "H", "H", "H", "H", "H", "H", "H"], "coordinates": [[1.7593, -2.4780, -8.1587], [1.4739, -1.8562, -6.9290], [0.1158, -1.5455, -6.7690], [-0.5483, -2.5273, -5.7786], [-1.8133, -2.0424, -5.4150], [-2.6136, -2.9010, -4.6104], [2.8326, -2.6068, -8.3080], [1.3130, -1.9902, -9.0257], [1.4395, -3.5283, -8.0760], [-0.4827, -1.4161, -7.6737], [-0.0292, -0.5653, -6.3025], [0.0830, -2.7038, -4.9039], [-0.7349, -3.4890, -6.2811], [-2.8308, -3.6876, -5.3464], [-3.5778, -2.4843, -4.3277], [-2.0989, -3.2491, -3.7119], [-0.0610, -0.9004, -1.9507], [-0.6848, 0.2683, -1.5340], [-0.7698, 0.4492, -0.1448], [0.4822, 1.2216, 0.3285], [0.5892, 1.1512, 1.7189], [1.3604, 2.1599, 2.3727], [0.9820, -1.0143, -1.6270], [-0.0096, -0.7919, -3.0401], [-0.6440, -1.8097, -1.7571], [-0.7308, -0.4742, 0.4424], [-1.6312, 1.0520, 0.1322], [0.3340, 2.2856, 0.0983], [1.3336, 0.8977, -0.2805], [1.2991, 2.1265, 3.4558], [1.0238, 3.0999, 1.9218], [2.4030, 2.0214, 2.0669], [-1.7097, 3.4957, 8.2369], [-1.0109, 2.6073, 7.4253], [-0.7274, 3.1397, 6.1194], [0.7508, 3.5087, 6.0385], [1.6748, 2.4837, 5.8234], [1.5867, 1.3152, 6.6227], [-1.1022, 4.3572, 8.5501], [-1.8463, 3.0809, 9.2446], [-2.7227, 3.7573, 7.9229], [-1.4356, 3.9563, 5.9631], [-1.0144, 2.3533, 5.4140], [0.9708, 4.0136, 6.9912], [0.8554, 4.3420, 5.3385], [1.9752, 0.5146, 5.9930], [0.5775, 1.0288, 6.9179], [2.1972, 1.4239, 7.5221], [-4.8747, -7.6183, 0.0376], [-4.4678, -6.6080, -0.8495], [-3.6856, -5.5473, -0.3400], [-3.6293, -4.3959, -1.3477], [-2.6135, -3.4853, -1.0201], [-3.0174, -2.4405, -0.1672], [-5.6372, -8.2006, -0.4794], [-5.3572, -7.1947, 0.9226], [-4.1040, -8.3380, 0.3249], [-2.6643, -5.9428, -0.3150], [-4.0292, -5.2709, 0.6606], [-4.6109, -3.9566, -1.5514], [-3.3834, -4.8901, -2.2898], [-3.6973, -1.7837, -0.7352], [-2.1682, -1.9046, 0.2219], [-3.7612, -2.8054, 0.5533], [6.0496, 2.6338, 0.2951], [5.4288, 1.3816, 0.9178], [5.5827, 1.1381, 2.1192], [4.6765, 0.6228, 0.1342], [3.8351, -0.4924, 0.5506], [5.3582, 3.4758, 0.3324], [6.3635, 2.3083, -0.6987], [6.9027, 3.0100, 0.8539], [4.6585, 0.8943, -0.8365], [3.0084, -0.0909, 1.1371], [4.4142, -1.2034, 1.1323], [3.4383, -0.9640, -0.3450], [0.7967, -4.4670, -2.6878], [2.2412, -4.6862, -2.9987], [3.0956, -4.6390, -2.1232], [2.5539, -4.9266, -4.2859], [3.9412, -5.1666, -4.6895], [0.1250, -4.5109, -3.5463], [0.5628, -3.6409, -2.0252], [0.5106, -5.3848, -2.1601], [1.8739, -4.8887, -5.0241], [4.3745, -4.1748, -4.8120], [4.0509, -5.8396, -5.5354], [4.4133, -5.6888, -3.8581], [-2.8653, 3.6921, 2.0590], [-4.0394, 4.2446, 2.8346], [-3.8114, 4.8425, 3.8778], [-5.2776, 4.0995, 2.3122], [-6.4507, 4.6408, 3.0105], [-2.4224, 4.3172, 1.2796], [-3.1465, 2.8456, 1.4208], [-2.1020, 3.4401, 2.7888], [-5.3231, 3.6418, 1.4197], [-7.1837, 3.8695, 3.2181], [-6.8038, 5.4416, 2.3560], [-6.1324, 5.2008, 3.8843], [-2.9031, 1.0002, -3.6559], [-3.7094, 1.8950, -4.5725], [-4.9298, 1.8656, -4.5665], [-2.9656, 2.5510, -5.4815], [-3.4702, 3.4345, -6.5030], [-1.8197, 1.1288, -3.6625], [-3.0612, -0.0697, -3.7857], [-3.1839, 1.1941, -2.6185], [-1.9777, 2.3764, -5.4426], [-2.7504, 4.0247, -7.0644], [-4.2892, 4.0557, -6.1471], [-3.9000, 2.7931, -7.2834], [7.2763, 5.0154, 3.1625], [5.8265, 5.4655, 3.2662], [5.4785, 6.5998, 2.9896], [4.9966, 4.4968, 3.7414], [3.5530, 4.5767, 3.8508], [7.8606, 5.6197, 3.8591], [7.6429, 5.1186, 2.1475], [7.3162, 4.0282, 3.6251], [5.4562, 3.7189, 4.1826], [3.0188, 3.6382, 3.9757], [3.2197, 5.0984, 2.9554], [3.3270, 5.1288, 4.7683], [1.1675, -2.7991, 0.1213], [1.0235, -2.5371, 1.6236], [2.0030, -2.5504, 2.3568], [-0.1860, -2.0905, 2.0392], [-0.4760, -1.8433, 3.4323], [2.1834, -3.0710, -0.1344], [0.7669, -1.9758, -0.4760], [0.4665, -3.6052, -0.1188], [-0.7638, -1.7236, 1.3111], [-1.2160, -2.5533, 3.8050], [-0.9183, -0.8472, 3.5307], [0.3579, -1.8014, 4.1259]], "forces_ev_per_angstrom": [[0.205, -1.489, 0.210], [0.089, 0.724, -0.394], [-1.100, 0.384, 1.521], [-0.624, -0.731, -0.762], [-0.304, 1.858, 0.723], [0.524, -0.789, -1.500], [0.076, 0.697, 0.212], [-0.053, 0.076, 0.081], [-0.445, 0.115, -0.479], [0.311, -0.653, -0.378], [0.628, 0.136, 0.164], [0.197, 0.176, -0.017], [0.428, -0.234, 0.025], [-0.246, -0.759, 0.863], [0.244, 0.660, -0.137], [0.080, -0.106, -0.067], [0.187, 0.125, -1.921], [-0.774, 0.410, 0.459], [1.574, 0.562, 0.880], [-0.650, 1.296, -0.141], [-0.232, -1.253, 0.972], [0.327, -0.097, -1.974], [-0.312, 0.430, -0.144], [-0.035, -0.201, -0.012], [-0.004, 0.155, 0.248], [-0.394, 0.299, -0.588], [-0.345, -0.274, -0.252], [0.031, 0.042, -0.450], [0.372, -0.251, 0.463], [-0.412, -0.224, -0.051], [0.103, 0.397, 0.573], [0.175, 0.144, 0.274], [0.181, 0.268, 2.014], [-0.286, -0.286, -0.238], [-0.265, -0.822, 0.555], [-0.792, 1.228, 1.131], [-0.280, 0.067, -0.915], [0.071, -0.252, -0.136], [-0.157, 0.453, -0.868], [-0.043, -0.755, -0.355], [0.205, 0.211, -0.557], [0.476, 0.363, -0.329], [0.270, 0.019, -0.149], [0.004, -0.147, 0.213], [0.431, -0.565, -0.628], [0.203, -0.033, 0.184], [-0.068, 0.293, -0.065], [0.003, -0.019, 0.039], [-0.537, -0.019, 0.002], [-0.486, 0.340, -0.693], [0.498, -0.819, -0.002], [-0.449, -1.067, -0.311], [0.618, -0.056, -0.124], [-2.323, -0.226, -0.871], [-0.011, 0.077, -0.106], [0.172, 0.009, 0.183], [0.384, 0.316, 0.069], [0.214, 0.353, 0.596], [0.071, 0.183, 0.030], [-0.005, 0.406, 0.434], [0.336, 0.197, -0.110], [0.618, 0.512, -0.169], [-0.114, -0.139, 0.097], [0.821, -0.115, 0.758], [-0.005, -0.749, -0.037], [0.794, 1.011, 2.753], [-0.205, 0.049, -0.689], [-0.392, -0.206, -1.792], [0.243, 0.587, 0.147], [-0.325, -0.228, -0.531], [-0.022, 0.810, -0.259], [0.150, -0.570, 0.133], [-0.149, -0.131, 0.078], [-0.036, -0.363, 0.224], [-0.169, -0.063, 0.090], [0.070, -0.099, 0.017], [-0.983, -1.319, -0.091], [0.459, 0.826, 0.334], [-0.177, -0.087, -0.127], [0.335, -0.792, -1.000], [-0.376, 0.165, 1.090], [0.207, 0.440, -0.197], [0.311, 0.009, -0.363], [-0.012, 0.163, 0.352], [-0.279, 0.099, 0.270], [0.618, -0.320, -0.350], [-0.362, 0.382, -0.337], [0.204, 0.306, 0.057], [-0.168, -0.732, -0.940], [0.812, 0.905, 0.126], [-0.319, -0.215, 0.027], [0.350, -0.199, 0.799], [0.668, 0.777, -1.304], [-0.185, 0.795, 0.533], [-0.025, -0.422, 0.566], [0.075, -0.205, -0.166], [-0.459, 0.022, 0.008], [-0.129, 0.120, 0.066], [-0.785, -0.294, 0.013], [0.231, -0.593, 0.290], [0.476, 0.015, 1.087], [-0.351, -1.596, -0.347], [0.129, 0.630, 0.099], [1.103, 0.940, 0.104], [-1.208, -0.942, -1.086], [-0.039, 0.262, -0.302], [-0.371, 0.114, -0.470], [-0.173, 0.121, -0.061], [0.020, 0.140, 0.005], [0.507, 0.062, 0.751], [0.173, 0.081, 0.218], [-0.280, 0.170, -0.014], [-0.573, 0.007, 1.405], [0.054, 0.311, 0.274], [-0.337, -0.184, -0.343], [0.211, -0.949, -0.011], [0.301, 1.046, 0.446], [0.063, 0.379, -0.382], [0.103, -0.257, 0.031], [0.471, -0.331, -0.818], [-0.145, -0.236, -0.292], [0.636, -0.373, -0.301], [-0.383, 0.152, 0.235], [-0.387, 0.376, -0.292], [-1.301, -0.368, 1.053], [1.770, 1.301, -0.495], [-0.459, -0.724, 0.024], [0.587, -0.836, 0.383], [-1.125, 0.961, 0.259], [0.040, -0.035, -0.056], [0.723, -0.553, 1.077], [0.317, -0.247, 0.095], [-0.369, -0.348, 0.519], [0.099, -0.114, 0.060], [-0.137, -0.010, -0.118], [0.504, -0.442, -0.606]], "max_force_ev_per_a": 3.038, "relative_energy_kcal_mol": 77.8, "orbital_gap_ev": 9.3, "smiles": "CNC(C)=O.CNC(C)=O.CNC(C)=O.CNC(C)=O.CNC(C)=O.CNC(C)=O.COCCOC.COCCOC.COCCOC.COCCOC", "energy_ha": -2726.3581, "homo_energy_ev": -9.13}

---

{"formula": "C2H7NO4P", "method": "wB97M-V/def2-TZVPD", "elements": ["C", "C", "N", "O", "O", "O", "O", "P", "H", "H", "H", "H", "H", "H", "H"], "coordinates": [[-0.8855, -0.4459, 1.8064], [-1.5906, 0.7878, -0.0124], [-0.7520, -0.0217, 0.4526], [0.8414, -1.3052, -1.2624], [1.0808, 1.1160, -1.4597], [3.0970, -0.3153, -0.8653], [-1.6575, 1.1576, -1.1812], [1.4424, -0.0684, -0.3745], [-1.8516, -1.0049, 1.9441], [-0.0809, -1.2295, 2.0232], [-0.7424, 0.4288, 2.4029], [-2.3893, 1.1063, 0.6993], [-0.0439, -1.0393, -1.1752], [3.4341, -0.4315, -1.6802], [0.0980, 1.2653, -1.3176]], "forces_ev_per_angstrom": [[0.520, -2.064, -0.424], [-2.609, 0.611, 0.788], [1.833, -2.053, 0.188], [1.979, -1.028, -0.054], [-0.656, 0.263, 0.983], [-2.209, 0.845, 5.306], [0.064, 1.258, -2.024], [2.930, 0.135, -0.763], [0.579, 0.790, 0.330], [-0.805, 1.215, -0.111], [-0.191, 0.203, 1.310], [-0.197, 0.375, 0.059], [-2.736, -0.160, -0.126], [1.025, -0.559, -4.698], [0.474, 0.167, -0.763]], "max_force_ev_per_a": 5.809, "charge": -1, "relative_energy_kcal_mol": 37.3, "orbital_gap_ev": 8.0, "energy_ha": -777.5711, "homo_energy_ev": -3.94}

---

{"formula": "C5H12MgN2O11S2", "method": "wB97M-V/def2-TZVPD", "elements": ["Mg", "N", "O", "O", "O", "N", "O", "O", "O", "C", "O", "O", "O", "C", "S", "O", "C", "H", "H", "H", "H", "H", "H", "C", "S", "O", "C", "H", "H", "H", "H", "H", "H"], "coordinates": [[0.4642, -0.8820, 1.3756], [1.1096, 1.9323, 2.9987], [1.7512, 2.6839, 2.2932], [0.9780, 0.7288, 2.7547], [0.5236, 2.3788, 3.9539], [0.4489, -2.8927, -0.9606], [0.7468, -3.8977, -0.2751], [0.4497, -2.9316, -2.1729], [0.1339, -1.8772, -0.3915], [0.2768, -2.7559, 2.9696], [-0.5810, -1.9655, 2.6035], [0.2057, -3.9770, 2.8713], [1.2402, -2.4410, 2.2627], [-3.4485, 1.7566, 0.3328], [-1.7591, 1.1491, -0.2306], [-0.9358, 0.3322, 0.7508], [-2.3271, -0.0832, -1.5399], [-3.4063, 2.1343, 1.3544], [-4.1570, 0.9287, 0.3599], [-3.8247, 2.4539, -0.4158], [-3.0890, -0.8256, -1.3019], [-1.4929, -0.7349, -1.7995], [-2.7304, 0.5244, -2.3500], [1.3080, 2.1037, -1.2160], [2.5656, 0.7690, -0.6335], [1.8627, -0.1442, 0.4088], [2.5806, -0.2112, -2.2155], [1.7377, 2.8044, -1.9319], [0.8942, 2.6604, -0.3751], [0.5288, 1.6042, -1.7917], [3.3306, -0.9943, -2.1037], [3.0040, 0.2898, -3.0860], [1.6110, -0.6206, -2.4988]], "forces_ev_per_angstrom": [[-0.247, -1.705, 2.107], [-1.220, -1.267, 0.045], [1.877, 1.237, -2.218], [0.416, -0.949, -0.330], [-1.255, 1.330, 2.623], [1.138, -4.423, 2.482], [-0.148, 0.652, -1.131], [0.006, 0.208, -3.238], [-1.512, 3.453, 0.664], [1.033, -3.882, -6.839], [-9.891, 5.322, 2.964], [-3.035, -5.848, 5.474], [11.624, 4.373, -1.329], [0.163, -1.576, 0.324], [0.567, -1.851, -0.198], [-2.851, 2.314, -1.250], [-0.272, 0.385, 0.447], [0.345, 0.367, -0.259], [0.121, -0.214, 0.004], [0.448, 0.262, 0.124], [-0.258, 0.388, 0.891], [0.576, 0.572, -0.089], [0.322, 0.016, -0.244], [0.359, -0.945, -0.205], [-2.405, -1.115, 0.931], [3.466, 3.101, -3.823], [0.445, 0.044, -0.010], [0.663, -0.057, 0.184], [0.278, -0.389, 0.223], [-0.097, -0.258, 0.359], [-0.415, -0.365, 0.642], [-0.191, 0.975, 0.172], [-0.052, -0.157, 0.504]], "max_force_ev_per_a": 12.491, "charge": -2, "relative_energy_kcal_mol": 0.0, "orbital_gap_ev": 2.4, "energy_ha": -2131.0455, "homo_energy_ev": 1.32}